{
  "formula": "C5H10CuNO5",
  "method": "ωB97M-V/def2-TZVPD",
  "symbols": ["O", "C", "O", "C", "C", "O", "O", "N", "C", "C", "O", "H", "H", "H", "H", "H", "H", "H", "H", "H", "H", "Cu"],
  "xyz": [[2.08247, -2.48395, 0.54856], [1.31441, -1.57070, 0.88917], [0.55938, -1.48035, 1.86880], [1.18758, -0.43069, -0.15215], [1.42474, 0.97386, 0.40932], [2.44562, 1.64588, -0.34282], [1.83668, 2.57519, -1.25402], [-0.06279, -0.58363, -0.90520], [-1.27468, -0.77611, -0.13404], [-1.96164, 0.48297, 0.38280], [-1.45973, 0.89130, 1.62846], [1.99797, -0.59856, -0.85896], [1.80107, 0.89385, 1.42470], [0.54303, 1.60253, 0.35217], [1.31265, 2.00788, -1.83855], [0.08431, -1.26364, -1.63988], [-2.05069, -1.17024, -0.87344], [-1.21902, -1.53314, 0.65138], [-3.02529, 0.22712, 0.49214], [-1.90550, 1.26230, -0.38139], [-1.60791, 1.83796, 1.71447], [-2.02265, -2.50985, -1.98152]],
  "forces_ev_per_angstrom": [[0.1, -0.3, 0.0], [0.2, -0.4, -0.5], [-0.5, 0.2, 0.6], [0.6, 0.0, 0.0], [0.1, -0.1, -0.4], [0.0, 0.2, -0.1], [-0.1, -0.1, 0.2], [-0.1, 0.8, -0.2], [0.1, -0.4, -0.1], [-0.6, -0.1, -0.1], [0.2, 0.0, -0.1], [-0.1, 0.1, -0.2], [-0.1, 0.1, 0.1], [-0.1, 0.0, 0.4], [0.2, -0.1, -0.1], [0.0, -0.3, 0.1], [-0.6, 0.1, -0.3], [0.2, 0.0, 0.2], [-0.1, 0.0, 0.0], [0.2, 0.1, 0.0], [0.0, 0.0, 0.1], [0.3, 0.1, 0.4]],
  "e_lumo_ev": -3.90,
  "energy_ev": -61706.208
}

---

{
  "formula": "C5H10FN",
  "method": "ωB97M-V/def2-TZVPD",
  "symbols": ["C", "C", "C", "C", "C", "H", "H", "H", "H", "H", "H", "H", "H", "H", "H", "N", "F"],
  "xyz": [[-0.87549, -1.40949, -0.54780], [0.21158, -0.98601, 0.42080], [1.52578, 1.17176, 0.20021], [0.72544, 2.43793, 0.03682], [-0.47219, 1.39899, -0.08232], [-1.85686, -0.78375, -0.25246], [-0.66453, -1.41959, -1.60483], [1.08445, -1.74127, 0.55490], [-0.18014, -0.98077, 1.45190], [2.54604, 1.11645, -0.22811], [1.54912, 1.07145, 1.40580], [0.43948, 3.29044, 0.96896], [1.26437, 2.79205, -1.00599], [-1.26295, 1.54469, -0.70214], [-0.97776, 1.31577, 0.93033], [0.40681, 0.34254, -0.11237], [-1.27551, -2.69804, -0.09978]],
  "forces_ev_per_angstrom": [[-3.0, -0.8, 3.3], [-0.2, 0.0, -0.5], [0.9, -0.4, 6.1], [-0.8, 2.1, -1.4], [-0.1, 2.2, 4.3], [2.2, -0.9, -1.3], [0.3, 0.0, -0.1], [-1.0, 1.7, -1.2], [-0.3, 0.3, 0.0], [-0.8, -0.4, 0.0], [1.2, 0.0, -1.9], [1.7, -2.5, -3.1], [-2.5, 0.3, 2.4], [-2.0, 0.1, -2.7], [0.1, 0.8, -0.3], [4.2, -2.2, -2.8], [0.0, -0.2, -0.8]],
  "e_lumo_ev": 1.01,
  "energy_ev": -9550.469
}

---

{
  "formula": "C5H10FNO",
  "method": "ωB97M-V/def2-TZVPD",
  "symbols": ["C", "C", "C", "C", "C", "H", "H", "H", "H", "H", "H", "H", "H", "H", "H", "N", "O", "F"],
  "xyz": [[0.88651, -0.24274, 0.34322], [1.23416, 0.88093, -0.52194], [-0.05964, 1.49626, 0.01361], [-0.60506, 0.04069, 0.34642], [-1.48734, -0.66036, -0.67239], [2.05180, -1.64335, -0.58603], [1.37505, -2.32352, 0.72507], [1.30679, 0.15120, 1.33533], [2.21786, 1.35445, -0.18460], [1.08317, 0.85828, -1.54437], [-0.66377, 1.94187, -0.78111], [0.07801, 2.10761, 0.93151], [-2.11807, 0.16722, 1.60631], [-1.36616, -1.76671, -0.44066], [-1.22289, -0.50171, -1.74188], [1.24511, -1.58346, 0.00581], [-1.19224, -0.07599, 1.62766], [-2.76328, -0.20068, -0.46197]],
  "forces_ev_per_angstrom": [[0.3, -2.6, 2.3], [1.6, 2.3, 1.7], [-1.6, 0.7, -0.1], [0.7, 2.2, 0.8], [1.7, -1.1, 0.0], [0.3, 0.1, -0.3], [-0.4, 1.3, -0.4], [-0.9, -1.0, -0.8], [-1.3, -0.4, -1.1], [0.4, -0.8, -2.2], [0.1, 0.7, 0.4], [-0.4, -0.4, -0.8], [-0.2, 0.1, -0.3], [-0.7, 1.2, -0.4], [0.0, 0.1, 0.7], [0.8, -1.9, 0.1], [0.5, -0.5, 0.2], [-0.8, -0.1, -0.1]],
  "e_lumo_ev": 1.05,
  "energy_ev": -11600.596
}

---

{
  "formula": "C5H10FNO",
  "method": "ωB97M-V/def2-TZVPD",
  "symbols": ["C", "C", "C", "C", "C", "H", "H", "H", "H", "H", "H", "H", "H", "H", "H", "N", "O", "F"],
  "xyz": [[-0.68509, -0.02666, -0.70094], [-1.31789, -0.00159, 0.62990], [-0.55512, 1.30280, 0.82411], [0.55428, 0.63221, -0.10540], [1.59232, -0.30959, 0.23302], [-0.27479, -2.05675, -1.18329], [-1.60607, -1.18799, -2.01245], [-1.15064, 0.86346, -1.16483], [-2.50234, 0.03777, 0.81826], [-1.08502, -0.65879, 1.37652], [-1.24487, 2.22142, 0.16797], [-0.26042, 2.11181, 2.00505], [2.02942, -0.24319, -0.81025], [2.38551, 0.47069, 0.81496], [2.17501, -2.05743, 1.13245], [-0.56258, -1.15008, -1.72445], [1.30869, -1.55106, 0.71132], [1.19960, 1.60297, -1.01193]],
  "forces_ev_per_angstrom": [[0.6, -0.5, -3.1], [-4.6, 1.7, 1.7], [0.1, 5.5, 1.6], [-3.5, 3.1, -1.3], [5.4, 3.8, -0.3], [-1.1, 2.1, -1.4], [2.4, -0.8, 0.3], [0.1, -1.0, -0.8], [2.3, 0.2, -1.2], [1.5, -2.3, 1.4], [2.6, -2.7, 1.9], [-0.8, -3.2, -3.4], [0.3, -1.2, 0.9], [-1.6, -2.7, -0.7], [-3.3, 2.4, -1.9], [-1.9, -0.2, 2.4], [2.4, -2.8, 2.3], [-0.9, -1.3, 1.5]],
  "e_lumo_ev": 0.39,
  "energy_ev": -11596.726
}

---

{
  "formula": "C5H10FNO3S",
  "method": "ωB97M-V/def2-TZVPD",
  "symbols": ["C", "C", "C", "C", "C", "N", "O", "O", "O", "F", "S", "H", "H", "H", "H", "H", "H", "H", "H", "H", "H"],
  "xyz": [[0.35328, 1.35572, 1.31735], [0.71250, 1.77625, -0.07725], [0.92109, -0.15268, 1.57676], [-0.04204, 0.74619, -0.94786], [-0.01454, -1.00020, 0.77847], [-0.02120, -0.60669, -0.62315], [-2.49681, -1.21950, -0.68186], [-0.97966, -3.00083, -1.28947], [-1.30081, -1.19160, -2.84966], [1.63080, -1.06884, -1.49527], [-1.38162, -1.65433, -1.54461], [0.71588, 1.84726, 2.25019], [-0.66155, 1.22353, 1.53827], [0.26458, 2.65301, -0.28665], [1.68804, 1.79681, -0.28928], [1.92333, 0.01046, 1.31151], [0.76067, -0.18839, 2.69513], [-1.12001, 1.04641, -1.11154], [0.06341, 0.73190, -2.01667], [0.08314, -2.17130, 0.67806], [-1.09848, -0.93317, 1.06750]],
  "forces_ev_per_angstrom": [[2.4, -1.9, 2.5], [-3.7, -3.4, 1.1], [-2.7, 3.0, 1.7], [-0.8, 1.6, -1.4], [0.9, -3.6, -0.8], [1.2, -1.0, -0.6], [1.7, 0.2, -1.3], [0.7, 0.3, 0.2], [0.3, 1.7, -2.4], [-3.1, 0.7, 2.1], [-2.7, -2.3, 3.2], [0.2, 0.7, -1.3], [-1.9, 0.4, -0.4], [-1.2, 3.3, -0.9], [3.8, 0.0, -0.6], [1.5, -1.2, -0.4], [0.5, -0.9, -1.3], [0.3, -0.6, 1.2], [1.3, 0.4, -0.9], [0.4, 2.1, 0.7], [0.8, 0.4, -0.2]],
  "e_lumo_ev": [-3.09, -3.11],
  "energy_ev": -26526.909
}

---

{
  "formula": "C5H10FP",
  "method": "ωB97M-V/def2-TZVPD",
  "symbols": ["C", "C", "C", "C", "C", "F", "P", "H", "H", "H", "H", "H", "H", "H", "H", "H", "H"],
  "xyz": [[2.75810, -0.59246, -0.88258], [1.53852, -0.07283, -0.23134], [0.24380, -0.20201, -0.57929], [-0.93748, 0.19688, 0.29700], [-1.74366, 1.35956, -0.11401], [-0.40109, 0.51501, 1.63021], [-2.05859, -1.25594, 0.62230], [3.54887, 0.06076, -0.72571], [3.11297, -1.51302, -0.22219], [2.48750, -0.94882, -1.80717], [1.60066, 0.34644, 0.77222], [0.04940, -0.75187, -1.44122], [-2.68712, 1.32384, 0.33677], [-1.26901, 2.24705, 0.23255], [-1.86540, 1.24135, -1.23309], [-2.94095, -0.46267, 1.54357], [-1.43652, -1.49129, 1.80196]],
  "forces_ev_per_angstrom": [[-0.8, -2.5, 3.9], [-2.1, 0.4, 1.6], [1.4, 0.6, 1.3], [1.5, -0.9, 1.8], [0.4, -0.3, -2.3], [-0.3, 0.1, -1.1], [-1.6, 0.8, 0.4], [1.5, 1.4, -0.7], [-0.8, 1.5, -1.3], [0.3, -0.6, -2.5], [0.7, 0.2, -0.2], [-0.8, -0.7, -1.7], [-1.5, 0.0, 0.6], [0.6, 0.9, -0.4], [0.1, 0.8, 1.1], [0.4, -0.6, -1.3], [1.1, -1.0, 0.9]],
  "e_lumo_ev": 1.00,
  "smiles": "C/C=C/[C@](C)(F)P",
  "energy_ev": -17351.238
}